(1)
The following is a DFT calculation (wB97M-V/def2-TZVPD) of 7 unconnected molecules or ions with the total composition C21H61N7O7.

## Properties
frontier orbital gap	8.9512	eV
lowest unoccupied orbital energy	0.5	eV
E_HOMO	-8.5	eV
structure (SMILES)	COC[C@H](C)N.COC[C@H](C)N.COC[C@H](C)N.COC[C@H](C)N.COC[C@H](C)N.NC(N)=O.O
total energy	-47528.46260	eV
F_max	1.694	eV/Å
ΔE to the lowest compared entry with this formula, charge and spin	0.00	kJ/mol

Each line ends with the Mulliken charge.
Element x y z (Å)
C  -1.2955  3.6808  0.8094  0.4702
O  -0.4172  4.0228  1.5829  -0.6287
N  -2.0417  4.5885  0.0956  -0.3881
N  -1.6369  2.3766  0.5587  0.1862
H  -1.8337  5.5581  0.2247  0.2124
H  -2.6854  4.2328  -0.5843  0.1294
H  -2.5679  2.1795  0.2290  0.2954
H  -1.0716  1.5924  0.8474  -0.2161
C  -0.6289  -3.1115  3.7398  -1.6332
C  -0.2326  -3.7682  2.4273  0.9264
C  -0.4549  -5.2649  2.4441  -0.8287
O  0.2212  -5.8360  3.5344  -0.3313
C  0.3446  -7.2347  3.4533  -0.7845
N  -0.9481  -3.1238  1.3180  -0.4980
H  -0.5192  -2.0334  3.6256  0.3179
H  -0.0048  -3.4795  4.5534  0.3962
H  -1.6569  -3.3474  4.0272  0.3484
H  0.8437  -3.6267  2.2988  -0.0592
H  -0.0181  -5.6822  1.5146  0.4318
H  -1.5239  -5.5254  2.3978  0.3616
H  1.2920  -7.4958  2.9730  0.2705
H  -0.4685  -7.6948  2.8811  0.3432
H  0.2910  -7.6379  4.4628  0.2585
H  -0.6033  -3.5373  0.4520  0.1055
H  -1.9341  -3.3742  1.3484  0.2623
C  4.8303  -1.2159  1.0051  -1.7190
C  3.3415  -1.0955  0.7448  0.7991
C  3.0598  0.0855  -0.1762  -1.0073
O  1.6862  0.1392  -0.3912  -0.1646
C  1.2975  1.0225  -1.4241  -0.6587
N  2.8153  -2.3301  0.0810  -0.3564
H  5.3911  -1.4884  0.1103  0.4670
H  5.0521  -1.8496  1.8606  0.4283
H  5.2060  -0.2151  1.2565  0.3313
H  2.7997  -0.9191  1.6775  0.1338
H  3.5824  -0.0684  -1.1308  0.3792
H  3.4612  0.9954  0.2941  0.2359
H  0.2447  1.2742  -1.2746  -0.0009
H  1.4104  0.5388  -2.3988  0.2502
H  1.8434  1.9672  -1.3518  0.4298
H  3.5483  -3.0310  0.1348  0.2567
H  2.0550  -2.7076  0.6365  0.0020
C  0.5812  1.6408  3.9033  -1.1477
C  1.7251  2.5180  4.3596  0.5955
C  2.9562  2.2219  3.5326  -0.3101
O  4.0452  3.0161  3.9427  -0.3923
C  5.0991  2.9955  3.0446  -0.6713
N  1.3808  3.9456  4.3545  -0.7642
H  0.6678  0.6129  4.2578  0.4218
H  0.3693  1.6804  2.8357  -0.0791
H  -0.3282  2.0080  4.3973  0.4182
H  1.8706  2.2908  5.4231  0.1778
H  2.6720  2.4374  2.4804  -0.0058
H  3.2500  1.1591  3.4633  0.3815
H  5.5642  1.9995  3.0013  0.2417
H  5.8373  3.7413  3.3310  0.2865
H  4.7874  3.2386  2.0158  0.2831
H  2.2409  4.4732  4.2447  0.3233
H  0.8181  4.1667  3.5336  0.2966
C  -5.1495  3.9790  -2.7367  -1.4776
C  -3.7153  3.7535  -3.2137  0.4775
C  -3.2454  2.3297  -3.0473  -0.3689
O  -3.4496  1.8602  -1.7265  -0.3878
C  -3.0676  0.5145  -1.5713  -0.7096
N  -3.5416  4.0773  -4.6412  -0.7160
H  -5.4241  5.0203  -2.8901  0.4425
H  -5.2888  3.6757  -1.6967  0.2910
H  -5.8216  3.3252  -3.3022  0.3384
H  -3.0361  4.4131  -2.6686  0.1141
H  -2.1805  2.2900  -3.3095  0.1566
H  -3.7880  1.6709  -3.7433  0.3531
H  -3.3462  -0.1778  -2.3653  0.4592
H  -3.5442  0.1626  -0.6487  0.3689
H  -2.0075  0.4045  -1.3094  0.1249
H  -4.0819  4.8961  -4.8987  0.2677
H  -3.9511  3.3305  -5.1976  0.2800
C  -2.2922  -1.4503  -4.7505  -1.9042
C  -0.9709  -0.9363  -4.2058  2.4658
C  0.0967  -2.0199  -4.3470  -0.9260
O  0.0014  -2.9710  -3.3107  -0.4218
C  0.7903  -2.6526  -2.1959  -0.0847
N  -0.6283  0.2605  -4.9636  -0.7306
H  -2.5803  -2.3975  -4.2855  0.3465
H  -2.2036  -1.6660  -5.8204  0.4615
H  -3.1381  -0.7661  -4.6538  0.3860
H  -1.1307  -0.6997  -3.1450  -0.9908
H  1.0965  -1.5674  -4.3617  0.3376
H  -0.0707  -2.5148  -5.3059  0.4063
H  0.4711  -3.2744  -1.3574  -0.0235
H  0.5890  -1.6363  -1.8129  -0.0236
H  1.8646  -2.7373  -2.3727  0.3028
H  0.2314  0.7386  -4.7367  0.2687
H  -1.3774  0.9341  -4.9887  0.1511
O  -0.7813  -0.3017  0.9530  -0.4819
H  0.0374  -0.3450  0.4411  0.3256
H  -0.9772  -1.2280  1.1967  0.3114

=====

(2)
The following is a DFT calculation (wB97M-V/def2-TZVPD) of 2 unconnected molecules or ions with the total composition H5N2P.

## Properties
frontier orbital gap	8.7950	eV
lowest unoccupied orbital energy	0.7	eV
E_HOMO	-8.1	eV
total energy	-12346.17987	eV
F_max	5.276	eV/Å
ΔE to the lowest compared entry with this formula, charge and spin	353.06	kJ/mol

Each line ends with the Mulliken charge.
Element x y z (Å)
N  1.2504  -0.4251  -0.0925  -0.4245
N  0.2083  0.4858  -0.0374  -0.2987
P  -1.3550  -0.1594  -0.2604  -0.0505
H  1.9366  -0.2111  0.6191  0.2307
H  0.9747  -1.4005  -0.0985  0.2374
H  0.3699  1.3302  -1.3015  0.1915
H  -1.9702  1.0326  0.1087  0.0656
H  -1.4147  -0.6526  1.0625  0.0486

=====

(3)
The following is a DFT calculation (wB97M-V/def2-TZVPD) of a gas-phase ion, C9H18FN2 (charge +1).

## Properties
frontier orbital gap (alpha / beta)	6.5515 / 8.9472	eV
lowest unoccupied orbital energy (alpha / beta)	-6.5 / -4.9	eV
net charge	+1
E_HOMO (alpha / beta)	-13.0 / -13.8	eV
total energy	-15309.99258	eV
F_max	5.014	eV/Å
ΔE to the lowest compared entry with this formula, charge and spin	387.68	kJ/mol

Each line ends with the Mulliken charge.
Element x y z (Å)
C  0.5563  -0.9058  0.4825  0.3619
C  0.5393  1.4262  0.6572  -0.8924
C  -0.9646  1.3936  0.1522  -0.6346
C  2.8044  -0.2795  -1.5288  -1.4651
C  3.6437  -0.2272  0.8206  -1.2924
C  -3.1101  -1.4379  0.9564  -1.4747
C  -2.8858  -0.1530  -1.2179  -1.2249
C  2.7239  0.3828  -0.1930  0.4643
C  -2.9444  -0.0743  0.3313  0.6409
N  1.2669  0.1811  0.4380  0.1945
N  -1.8011  0.4973  0.9106  -0.2107
F  0.9865  -2.1083  0.2059  -0.1581
H  1.0760  2.2604  0.3521  0.5793
H  0.3512  1.5079  1.7705  0.2537
H  -1.2983  2.4619  0.3338  0.4118
H  -1.0649  1.4146  -0.9290  0.3554
H  2.9095  -1.3135  -1.4122  0.4083
H  1.8791  -0.2519  -2.0586  0.4174
H  3.6148  0.1593  -2.1778  0.3436
H  4.5866  0.2402  0.7921  0.4392
H  3.6953  -1.2831  0.6512  0.3228
H  3.1990  0.1041  1.8550  0.3256
H  -3.4784  -1.2839  2.0481  0.3245
H  -3.9810  -1.9221  0.4907  0.4333
H  -2.2805  -2.0945  0.8369  0.3711
H  -1.9220  -0.0655  -1.6461  0.3449
H  -3.5436  0.5926  -1.7261  0.3257
H  -3.3639  -1.0896  -1.5554  0.3719
H  2.7399  1.5625  -0.3765  0.3856
H  -3.9339  0.3055  0.7361  0.2772

=====

Q: The lowest F_max belongs to which entry?
A: C21H61N7O7

=====

Q: Which value of F_max does entry 1 give?
A: 1.694 eV/Å

=====

Q: The highest total energy belongs to which entry?
A: H5N2P

=====

Q: What is the formula in the second record?
A: H5N2P